A structure of composition C36H44F3LuN8O6PTe in a non-equilibrium geometry. Source: the Open Molecules 2025 dataset; level of theory: wB97M-V/def2-TZVPD.

Structure (XYZ):
```
100
C36H44F3LuN8O6PTe wB97M-V/def2-TZVPD
Lu 0.159 0.006 0.567
C -12.344 4.130 -2.511
O -11.309 5.045 -2.764
C -10.016 4.640 -2.586
C -9.625 3.357 -2.210
C -8.287 3.074 -2.034
C -7.299 4.048 -2.240
C -7.706 5.331 -2.639
C -9.040 5.617 -2.804
N -5.952 3.795 -2.131
N -5.642 2.753 -1.439
C -4.350 2.344 -1.404
C -3.346 2.713 -2.314
C -2.073 2.188 -2.251
C -1.698 1.279 -1.250
O -0.497 0.763 -1.177
C -2.695 0.898 -0.294
N -2.311 0.013 0.671
C -3.238 -0.439 1.505
C -4.565 -0.027 1.478
C -4.960 0.900 0.534
C -4.026 1.385 -0.392
H -13.268 4.670 -2.714
H -12.344 3.798 -1.467
H -12.287 3.256 -3.169
H -10.356 2.577 -2.052
H -7.966 2.086 -1.738
H -6.957 6.092 -2.790
H -9.370 6.601 -3.102
H -3.607 3.417 -3.091
H -1.320 2.471 -2.974
H -2.907 -1.182 2.222
H -5.269 -0.435 2.187
H -5.979 1.252 0.479
O 2.019 -1.198 0.319
N 2.924 -0.816 -0.550
C 4.224 -0.779 -0.179
C 5.195 -0.374 -1.057
C 4.848 -0.009 -2.358
C 3.507 -0.074 -2.723
C 2.557 -0.457 -1.806
H 4.424 -1.086 0.836
H 6.222 -0.348 -0.731
H 5.598 0.314 -3.060
H 3.195 0.203 -3.716
H 1.494 -0.533 -2.026
C 2.260 3.891 4.739
C 2.660 3.035 3.552
O 1.918 3.441 2.412
P 1.295 2.354 1.383
O 1.592 0.974 1.906
Te 1.861 2.727 -0.847
O -0.349 2.500 1.668
C -0.887 3.827 1.717
C -1.709 4.188 0.492
H 2.866 3.627 5.600
H 1.208 3.750 4.982
H 2.422 4.940 4.505
H 2.481 1.972 3.744
H 3.722 3.179 3.326
H -0.055 4.528 1.835
H -1.512 3.875 2.617
H -1.096 4.144 -0.406
H -2.087 5.202 0.607
H -2.553 3.512 0.384
C 1.323 -1.803 5.422
N 0.284 -1.788 4.412
C 0.603 -2.605 3.260
C -0.403 -0.625 4.169
N -0.640 -0.250 2.958
N -0.842 0.062 5.287
C -1.437 -0.668 6.390
C -1.398 1.387 5.107
H 2.293 -1.547 4.980
H 1.389 -2.804 5.854
H 1.107 -1.088 6.209
H 0.960 -3.572 3.613
H 1.370 -2.145 2.623
H -0.297 -2.755 2.664
H -1.268 0.554 2.944
H -1.256 -1.732 6.270
H -2.519 -0.500 6.415
H -1.018 -0.336 7.343
H -2.387 1.372 4.627
H -0.720 2.000 4.512
H -1.505 1.849 6.088
F -2.354 -6.872 -0.193
C -2.929 -5.695 0.132
F -4.131 -5.680 -0.459
F -3.178 -5.784 1.465
C -2.077 -4.520 -0.201
C -0.718 -4.522 0.156
C 0.011 -3.372 -0.022
N -0.491 -2.222 -0.528
C -1.764 -2.286 -0.985
C -2.586 -3.375 -0.830
H -0.266 -5.413 0.564
H 1.061 -3.340 0.237
H -2.120 -1.416 -1.520
H -3.605 -3.348 -1.179
```

Results
**DFT total energy**: -4432.3218 Eh
**Charge**: 0
**F_max**: 4.2 eV/Å
**Energy relative to the best compared isomer or geometry (same formula, charge and spin)**: 0.4504 eV
**HOMO-LUMO gap (spin up / spin down)**: 3.3 / 6.5 eV
**2S+1**: 2

---

A structure of composition C36H44FeN5O10SSeSi in a non-equilibrium geometry. Source: the Open Molecules 2025 dataset; level of theory: wB97M-V/def2-TZVPD.

Structure (XYZ):
```
99
C36H44FeN5O10SSeSi wB97M-V/def2-TZVPD
Fe -0.461 0.290 -0.122
C -1.850 -6.832 -0.683
Si -2.485 -5.059 -0.995
C -4.362 -5.081 -0.737
C -2.070 -4.672 -2.793
C -1.697 -3.960 0.315
C -1.312 -4.502 1.531
C -0.737 -3.709 2.520
C -0.527 -2.374 2.234
N -0.880 -1.817 1.080
C -1.489 -2.567 0.138
S -2.006 -1.687 -1.230
H -2.166 -7.496 -1.490
H -2.228 -7.250 0.252
H -0.759 -6.854 -0.642
H -4.853 -5.769 -1.429
H -4.774 -4.084 -0.901
H -4.618 -5.385 0.280
H -2.344 -5.508 -3.442
H -1.004 -4.475 -2.915
H -2.603 -3.783 -3.123
H -1.462 -5.560 1.719
H -0.452 -4.117 3.480
H -0.062 -1.714 2.957
C -1.257 2.999 3.656
C -1.028 1.640 2.986
C -2.280 0.762 3.134
C 0.156 0.904 3.615
C 0.114 0.712 4.991
C 1.089 -0.004 5.659
C 2.124 -0.569 4.936
C 2.222 -0.398 3.563
C 3.333 -1.132 2.824
C 3.007 -2.628 2.742
C 4.702 -0.909 3.469
C 1.235 0.367 2.883
N 1.290 0.473 1.500
C 2.298 0.991 0.888
C 2.449 0.882 -0.502
C 3.514 1.308 -1.309
C 3.218 0.880 -2.593
C 1.976 0.213 -2.522
N 1.517 0.211 -1.264
C 1.239 -0.465 -3.655
C 2.015 -0.334 -4.966
C -0.144 0.175 -3.829
C 1.073 -1.952 -3.309
H -2.077 3.508 3.149
H -0.361 3.615 3.565
H -1.511 2.900 4.710
H -1.353 2.641 1.322
H -2.506 0.567 4.183
H -2.111 -0.188 2.627
H -3.131 1.258 2.667
H -0.710 1.124 5.559
H 1.032 -0.139 6.732
H 2.865 -1.165 5.456
H 3.391 -0.767 1.803
H 2.881 -3.056 3.739
H 3.806 -3.166 2.228
H 2.085 -2.775 2.183
H 4.773 -1.397 4.443
H 4.896 0.156 3.607
H 5.487 -1.321 2.831
H 3.073 1.529 1.445
H 4.387 1.853 -0.982
H 3.824 1.027 -3.472
H 2.150 0.716 -5.229
H 1.463 -0.822 -5.772
H 2.997 -0.806 -4.886
H -0.051 1.242 -4.038
H -0.726 0.056 -2.917
H -0.694 -0.298 -4.647
H 2.050 -2.437 -3.229
H 0.485 -2.461 -4.078
H 0.560 -2.052 -2.354
O -4.555 3.677 -1.111
Se -3.695 2.840 -0.085
O -4.500 1.794 0.800
O -0.791 1.879 1.599
O -2.613 3.670 0.758
O -0.397 2.344 -1.428
C -1.567 2.456 -1.747
O -2.512 1.724 -1.071
C -2.034 3.264 -2.886
C -3.040 2.754 -3.703
C -3.485 3.534 -4.788
C -2.981 4.803 -5.007
C -1.973 5.295 -4.182
C -1.465 4.507 -3.122
N -1.455 6.575 -4.423
O -1.936 7.261 -5.362
O -0.520 6.986 -3.696
N -4.454 3.005 -5.692
O -4.889 3.722 -6.593
O -4.811 1.841 -5.551
H -3.459 1.774 -3.541
H -3.347 5.398 -5.827
H -0.685 4.896 -2.487
```

Results
**DFT total energy**: -6777.1655 Eh
**Charge**: -2
**F_max**: 1.6 eV/Å
**Energy relative to the best compared isomer or geometry (same formula, charge and spin)**: 1.8040 eV
**HOMO-LUMO gap (spin up / spin down)**: 4.2 / 6.9 eV
**2S+1**: 6

---

A structure of composition C36H44MgN7O5S3. Source: the Open Molecules 2025 dataset; level of theory: wB97M-V/def2-TZVPD.

Structure (XYZ):
```
96
C36H44MgN7O5S3 wB97M-V/def2-TZVPD
Mg 0.399 0.338 -0.203
C -4.782 -0.989 -5.782
C -3.788 -0.117 -5.064
C -3.834 1.267 -5.178
C -2.932 2.071 -4.490
C -1.972 1.483 -3.686
C -1.912 0.101 -3.553
C -2.815 -0.688 -4.242
S -0.779 2.485 -2.824
O -1.317 3.831 -2.815
O 0.499 2.286 -3.455
N -0.690 1.845 -1.370
C -1.763 1.854 -0.509
C -2.974 2.561 -0.610
C -3.941 2.331 0.346
C -3.717 1.423 1.380
C -2.488 0.795 1.422
N -1.535 1.021 0.528
H -5.274 -0.447 -6.590
H -5.557 -1.341 -5.096
H -4.299 -1.871 -6.205
H -4.586 1.726 -5.811
H -2.968 3.150 -4.569
H -1.185 -0.357 -2.892
H -2.763 -1.765 -4.134
H -3.124 3.260 -1.418
H -4.887 2.856 0.283
H -4.473 1.205 2.121
H -2.246 0.062 2.181
C 2.517 2.585 1.767
N 1.768 2.660 0.525
C 1.039 3.916 0.459
C 2.684 2.536 -0.615
C 3.333 1.170 -0.677
C 4.713 1.060 -0.807
C 5.306 -0.193 -0.934
C 4.500 -1.323 -0.936
C 3.121 -1.189 -0.776
C 2.488 0.049 -0.615
H 3.274 3.386 1.832
H 3.033 1.626 1.826
H 1.846 2.684 2.621
H 1.714 4.785 0.548
H 0.312 3.965 1.273
H 0.503 3.986 -0.486
H 3.449 3.332 -0.574
H 2.095 2.691 -1.523
H 5.331 1.954 -0.825
H 6.381 -0.282 -1.046
H 4.946 -2.306 -1.058
H 2.526 -2.101 -0.769
O -0.614 -5.521 -0.876
C -0.134 -4.825 -1.921
C 0.235 -5.538 -3.062
C 0.753 -4.880 -4.163
C 0.917 -3.499 -4.147
C 0.542 -2.789 -3.021
C 0.002 -3.424 -1.903
C -0.413 -2.582 -0.738
O -0.452 -1.324 -0.889
N -0.709 -3.251 0.359
N -1.226 -2.478 1.387
C -0.833 -2.830 2.534
S 0.331 -4.135 2.848
C 0.598 -3.654 4.575
C -0.725 -3.179 5.150
S -1.443 -2.006 3.977
H -0.766 -4.853 -0.148
H 0.109 -6.613 -3.052
H 1.039 -5.452 -5.038
H 1.340 -2.982 -4.998
H 0.678 -1.717 -2.977
H 1.342 -2.856 4.614
H 0.976 -4.524 5.112
H -0.583 -2.656 6.098
H -1.404 -4.017 5.304
C 2.980 -1.472 2.506
N 2.418 -0.556 3.488
C 3.422 0.084 4.319
C 1.246 0.079 3.159
O 0.725 -0.029 2.057
N 0.700 0.863 4.159
C -0.405 1.730 3.801
C 0.689 0.434 5.543
H 3.589 -2.212 3.032
H 3.602 -0.947 1.778
H 2.184 -1.981 1.970
H 4.277 0.375 3.699
H 3.783 -0.600 5.093
H 3.027 0.978 4.791
H -0.331 2.009 2.753
H -0.366 2.628 4.423
H -1.369 1.238 3.960
H 1.351 -0.415 5.691
H -0.324 0.130 5.829
H 1.004 1.244 6.208
```

Results
**DFT total energy**: -3552.5802 Eh
**Charge**: -1
**F_max**: 0.5 eV/Å
**Energy relative to the best compared isomer or geometry (same formula, charge and spin)**: 0.3559 eV
**HOMO-LUMO gap**: 7.1 eV

---

A structure of composition C36H45BCdN3O3Se2Te in a non-equilibrium geometry. Source: the Open Molecules 2025 dataset; level of theory: wB97M-V/def2-TZVPD.

Structure (XYZ):
```
92
C36H45BCdN3O3Se2Te wB97M-V/def2-TZVPD
Cd 1.016 -2.057 -0.943
Se 2.850 -3.920 -0.828
Se 3.199 -2.822 1.737
C 1.411 -2.473 2.225
C 0.991 -2.767 3.538
C -0.295 -2.468 3.920
C -1.183 -1.956 2.959
C -0.722 -1.772 1.687
N 0.553 -1.989 1.307
C 3.728 -2.377 -1.530
C 5.051 -2.334 -1.956
C 5.538 -1.135 -2.497
C 4.755 -0.006 -2.528
C 3.449 -0.121 -2.081
N 2.968 -1.247 -1.597
H 1.721 -3.153 4.232
H -0.630 -2.659 4.913
H -2.221 -1.702 3.188
H -1.408 -1.413 0.919
H 5.638 -3.238 -1.899
H 6.552 -1.132 -2.855
H 5.127 0.931 -2.929
H 2.745 0.706 -2.099
C -2.123 -6.270 -0.017
C -1.660 -5.374 -1.120
C -0.995 -6.164 -2.253
O -0.694 -4.437 -0.659
B -0.856 -3.252 -1.397
O -2.033 -3.316 -2.132
C -2.779 -4.432 -1.649
C -3.560 -5.034 -2.802
C -3.737 -3.953 -0.596
H -1.358 -6.991 0.274
H -2.942 -6.879 -0.357
H -2.425 -5.713 0.860
H -0.033 -6.530 -1.901
H -0.746 -5.479 -3.057
H -1.589 -6.984 -2.617
H -2.954 -5.206 -3.683
H -4.370 -4.330 -3.065
H -4.017 -5.964 -2.499
H -3.177 -3.711 0.324
H -4.532 -4.670 -0.366
H -4.168 -3.015 -0.921
C -1.334 -0.143 -3.390
C -1.215 0.441 -1.996
O -2.162 0.364 -1.189
N -0.035 1.053 -1.724
Te -0.076 1.341 0.236
C -1.558 2.690 0.957
C -2.561 3.278 0.236
C -2.746 3.246 -1.272
C -3.437 4.168 0.866
C -3.282 4.513 2.201
C -4.141 5.586 2.844
C -2.293 3.865 2.927
C -1.417 2.970 2.334
C -0.328 2.348 3.154
C 1.630 2.709 0.372
C 1.646 3.981 -0.186
C 0.452 4.524 -0.919
C 2.782 4.790 -0.092
C 3.928 4.324 0.548
C 5.212 5.102 0.574
C 3.891 3.064 1.119
C 2.765 2.234 1.022
C 2.829 0.881 1.659
H -2.391 -0.100 -3.668
H -1.003 -1.165 -3.358
H -0.684 0.390 -4.067
H -3.687 2.779 -1.506
H -1.943 2.680 -1.771
H -2.769 4.273 -1.646
H -4.193 4.667 0.285
H -5.009 5.838 2.240
H -3.530 6.486 2.992
H -4.461 5.238 3.839
H -2.152 4.101 3.989
H -0.391 2.659 4.190
H 0.718 2.591 2.826
H -0.411 1.266 3.100
H 0.132 3.798 -1.668
H 0.707 5.477 -1.376
H -0.374 4.652 -0.217
H 2.789 5.750 -0.606
H 5.148 6.012 -0.017
H 6.037 4.507 0.162
H 5.497 5.361 1.586
H 4.748 2.673 1.625
H 3.813 0.678 2.088
H 2.665 0.049 0.970
H 2.107 0.821 2.478
```

Results
**DFT total energy**: -7052.2967 Eh
**Charge**: 0
**F_max**: 1.9 eV/Å
**Energy relative to the best compared isomer or geometry (same formula, charge and spin)**: 1.0076 eV
**HOMO-LUMO gap (spin up / spin down)**: 6.9 / 6.7 eV
**2S+1**: 2

---

A structure of composition C36H45Br2N3OP2Rh. Source: the Open Molecules 2025 dataset; level of theory: wB97M-V/def2-TZVPD.

Structure (XYZ):
```
90
C36H45Br2N3OP2Rh wB97M-V/def2-TZVPD
Rh -0.392 -0.167 0.164
C 2.318 -4.461 -0.302
C 1.180 -3.473 -0.555
C -0.116 -4.170 -0.988
P 0.873 -2.192 0.735
C 0.280 -3.016 2.298
C -1.241 -3.174 2.380
C 0.957 -4.347 2.612
C 2.399 -1.363 1.065
C 3.586 -1.844 1.683
C 4.637 -0.992 2.033
C 4.565 0.387 1.941
C 3.272 1.049 1.605
C 2.170 0.109 1.013
N 1.406 0.426 -0.188
C 1.861 1.047 -1.308
C 3.225 1.334 -1.521
C 3.589 2.083 -2.622
C 2.625 2.559 -3.511
C 1.284 2.214 -3.342
C 0.891 1.427 -2.275
P -0.766 0.705 -2.033
C -1.987 1.997 -2.514
C -3.400 1.417 -2.384
C -1.843 3.307 -1.735
C -0.934 -0.523 -3.417
C -1.222 0.070 -4.794
C 0.312 -1.393 -3.464
H 2.530 -4.982 -1.240
H 2.071 -5.216 0.440
H 3.230 -3.947 0.004
H 1.531 -2.845 -1.365
H -0.425 -4.914 -0.250
H 0.026 -4.692 -1.938
H -0.940 -3.460 -1.112
H 0.595 -2.284 3.043
H -1.615 -3.871 1.625
H -1.754 -2.225 2.243
H -1.519 -3.568 3.362
H 0.631 -5.130 1.926
H 0.670 -4.659 3.621
H 2.044 -4.282 2.583
H 3.712 -2.901 1.881
H 5.560 -1.451 2.369
H 5.414 1.015 2.181
H 3.415 1.983 1.050
H 3.972 0.951 -0.834
H 4.635 2.306 -2.790
H 2.921 3.180 -4.347
H 0.551 2.559 -4.062
H -1.784 2.196 -3.567
H -3.600 1.112 -1.353
H -3.559 0.550 -3.028
H -4.139 2.175 -2.655
H -2.242 3.205 -0.722
H -2.416 4.092 -2.234
H -0.804 3.640 -1.669
H -1.783 -1.142 -3.109
H -0.467 0.805 -5.081
H -2.208 0.531 -4.866
H -1.186 -0.731 -5.536
H 1.154 -0.845 -3.895
H 0.135 -2.283 -4.072
H 0.585 -1.706 -2.467
C 0.111 3.435 1.009
C -1.213 2.908 1.461
C -2.094 3.745 2.180
C -3.335 3.314 2.514
C -3.733 2.021 2.135
C -5.028 1.463 2.377
Br -6.325 2.468 3.268
C -5.373 0.194 1.959
C -4.446 -0.595 1.303
Br -4.892 -2.309 0.735
C -3.120 -0.123 1.055
O -2.264 -0.852 0.519
C -2.787 1.242 1.459
N -1.559 1.679 1.136
H -0.033 4.361 0.446
H 0.623 2.712 0.385
H 0.739 3.667 1.871
H -1.777 4.747 2.440
H -4.016 3.962 3.052
H -6.369 -0.182 2.152
C 2.220 1.925 3.994
C 2.202 1.213 2.692
N 1.273 0.509 2.163
H 1.221 1.980 4.429
H 2.630 2.930 3.867
H 2.879 1.400 4.690
```

Results
**DFT total energy**: -7579.2915 Eh
**Charge**: +1
**F_max**: 0.6 eV/Å
**HOMO-LUMO gap (spin up / spin down)**: 3.7 / 3.6 eV
**2S+1**: 5